(1)
{"formula": "C9H20O3P2V", "method": "ωB97M-V/def2-TZVPD", "spin_multiplicity": 1, "e_homo_ev": -18.831, "charge": 3, "species": ["C", "C", "P", "C", "P", "C", "C", "C", "O", "O", "C", "C", "C", "O", "H", "H", "H", "H", "H", "H", "H", "H", "H", "H", "H", "H", "H", "H", "H", "H", "H", "H", "H", "H", "V"], "xyz": [[3.634, -0.360, 0.082], [2.672, -0.955, 1.172], [1.151, -1.808, 0.500], [1.704, -2.729, -1.018], [-0.415, -0.425, -0.077], [-0.172, 1.183, 0.732], [0.847, 2.000, -0.149], [0.458, 3.457, -0.280], [1.040, 4.241, 0.311], [-0.543, 3.754, -1.103], [-2.115, -1.064, 0.372], [-3.098, -0.423, -0.645], [-4.502, -0.972, -0.494], [-3.021, 0.971, -0.518], [3.230, -0.378, -0.921], [4.576, -0.895, 0.083], [3.862, 0.664, 0.359], [3.274, -1.758, 1.735], [2.350, -0.098, 1.837], [1.510, -3.783, -0.828], [2.774, -2.629, -1.159], [1.155, -2.397, -1.884], [-1.122, 1.690, 0.875], [0.256, 1.003, 1.720], [0.914, 1.533, -1.137], [1.821, 1.934, 0.307], [-0.225, 4.432, -1.723], [-2.325, -0.746, 1.396], [-2.141, -2.151, 0.339], [-2.762, -0.669, -1.654], [-4.579, -1.999, -0.818], [-4.866, -0.843, 0.524], [-5.141, -0.379, -1.139], [-3.833, 1.282, -0.092], [3.632, -0.682, 3.295]], "forces_ev_per_angstrom": [[-0.1, -0.1, 0.5], [0.8, 0.6, 0.0], [0.5, 0.6, -1.3], [-0.2, -0.6, 1.1], [-0.4, 0.4, 2.8], [0.7, -0.1, -0.7], [-0.8, -1.4, -0.1], [-1.8, -2.2, -1.9], [3.1, 3.5, 3.0], [-0.3, -1.1, -1.2], [-0.2, -0.3, -1.2], [-0.3, -0.4, -0.4], [0.1, 0.5, 0.2], [0.0, 0.1, 0.4], [-0.1, 0.1, -0.2], [0.1, -0.2, -0.1], [0.0, 0.2, -0.2], [-0.7, -0.1, -0.5], [-0.4, -0.5, -0.3], [-0.1, -0.2, -0.1], [0.2, 0.3, 0.1], [-0.2, 0.1, -0.2], [-0.3, -0.2, -0.2], [-0.1, 0.0, 0.2], [0.0, 0.3, -0.2], [0.3, 0.2, 0.1], [-0.5, 0.4, 0.2], [0.4, 0.4, 0.1], [0.2, -0.1, -0.3], [0.1, -0.1, -0.1], [0.0, -0.3, 0.1], [-0.1, -0.2, 0.2], [-0.2, 0.0, -0.2], [0.1, 0.2, -0.2], [0.3, 0.1, 0.5]], "mulliken_charge": [-1.327, -0.258, 0.285, -1.071, 0.466, -0.772, -0.176, -0.142, -0.359, -0.413, -0.614, 0.116, -1.586, -0.488, 0.406, 0.413, 0.406, 0.465, 0.305, 0.436, 0.435, 0.432, 0.569, 0.559, 0.606, 0.113, 0.379, 0.401, 0.506, 0.368, 0.427, 0.455, 0.438, 0.371, 0.849]}

(2)
{"formula": "C3H2Br4F2", "method": "ωB97M-V/def2-TZVPD", "spin_multiplicity": 3, "e_homo_ev": [-7.599, -10.270], "species": ["C", "C", "C", "F", "F", "Br", "Br", "Br", "Br", "H", "H"], "xyz": [[-1.399, -0.075, 0.367], [-0.280, 0.873, 0.258], [1.515, -0.606, -0.611], [1.196, -1.431, -1.621], [2.312, 0.371, -0.967], [-2.082, -0.730, -1.451], [0.393, 1.371, 1.931], [-0.464, 2.286, -0.953], [2.144, -1.317, 1.039], [-1.128, -1.032, 0.969], [-2.208, 0.290, 1.039]], "forces_ev_per_angstrom": [[-0.6, -2.6, 0.8], [-1.4, 1.5, 0.6], [0.5, -1.3, -0.4], [0.9, 0.6, 0.8], [0.0, 0.1, -0.8], [0.4, 0.6, 1.7], [0.0, 0.3, 0.3], [0.1, 0.0, -0.1], [0.1, -0.9, -0.4], [0.1, 1.4, -1.4], [0.0, 0.2, -1.1]], "mulliken_charge": [-0.565, -0.229, 0.468, -0.158, -0.145, -0.123, 0.033, 0.027, -0.089, 0.334, 0.447]}

(3)
{"formula": "C4H12N2O2", "method": "ωB97M-V/def2-TZVPD", "de_lowest_ev": 4.548, "spin_multiplicity": 2, "e_homo_ev": [-7.100, -14.585], "charge": 1, "species": ["O", "C", "O", "C", "C", "C", "N", "N", "H", "H", "H", "H", "H", "H", "H", "H", "H", "H", "H", "H"], "xyz": [[-0.115, -1.821, -2.156], [0.235, -1.136, -1.312], [1.149, 0.003, -1.371], [-0.197, -1.174, 0.245], [-0.630, 0.239, 0.626], [0.543, 1.173, 0.662], [0.701, 2.327, -0.297], [-1.291, -2.187, 0.486], [1.748, -0.042, -2.171], [0.722, -1.561, 0.927], [-1.083, 0.170, 1.626], [-1.518, 0.746, 0.201], [1.461, 0.579, 0.937], [0.455, 1.783, 1.543], [1.444, 2.950, -0.053], [1.031, 2.049, -1.153], [-0.083, 3.171, -0.360], [-0.856, -2.924, 1.245], [-2.165, -1.693, 0.853], [-1.550, -2.651, -0.476]], "forces_ev_per_angstrom": [[-0.6, -2.5, -3.5], [0.9, 3.5, 6.1], [0.4, -1.7, -2.0], [0.6, 0.0, -2.2], [-1.0, 0.3, 0.5], [0.7, 1.1, 3.3], [-2.3, 3.1, 1.3], [-0.5, 0.1, -1.5], [-1.1, -0.4, 0.9], [-1.5, 0.5, -0.8], [0.8, -0.1, 0.5], [0.5, -0.7, -1.0], [-0.5, 1.1, -1.4], [-0.4, 0.0, 0.9], [1.2, 0.2, 1.3], [0.0, -1.3, -3.4], [1.6, -3.5, 0.0], [-0.3, 0.4, -0.3], [1.2, -0.9, -0.4], [0.5, 0.7, 1.9]], "mulliken_charge": [-0.386, 0.376, -0.440, -0.987, -1.142, -0.800, -0.300, 0.183, 0.331, 0.030, 0.480, 0.211, 0.356, 0.492, 0.369, 0.261, 0.450, 0.629, 0.417, 0.470]}

(4)
{"formula": "C31H46CoN4P2Si", "method": "ωB97M-V/def2-TZVPD", "de_lowest_ev": 2.538, "spin_multiplicity": 4, "e_homo_ev": [-7.525, -7.996], "species": ["Co", "C", "C", "C", "C", "C", "C", "C", "C", "C", "H", "H", "H", "H", "H", "H", "H", "H", "H", "H", "H", "H", "H", "H", "H", "P", "P", "N", "N", "N", "N", "C", "C", "C", "C", "C", "C", "C", "C", "C", "C", "C", "C", "C", "C", "C", "C", "C", "C", "H", "H", "H", "H", "H", "H", "H", "H", "H", "H", "H", "H", "H", "H", "H", "H", "H", "H", "H", "H", "C", "Si", "C", "C", "C", "H", "H", "H", "H", "H", "H", "H", "H", "H", "H", "H"], "xyz": [[-3.211, 1.333, 0.671], [0.570, 0.489, 3.839], [0.358, 1.049, 2.649], [0.877, 0.547, 1.374], [0.140, -0.469, 0.451], [-0.634, -1.614, 1.035], [-0.463, -2.064, 2.293], [0.861, -1.985, 2.991], [1.129, -0.897, 4.051], [-4.009, -0.529, 1.447], [0.507, 1.123, 4.741], [-0.346, 1.877, 2.544], [1.876, 0.126, 1.587], [0.965, 1.461, 0.748], [-0.450, 0.105, -0.297], [0.932, -0.965, -0.135], [-1.460, -1.988, 0.408], [-1.255, -2.579, 2.833], [1.638, -1.901, 2.220], [0.970, -2.965, 3.507], [0.748, -1.255, 5.019], [2.237, -0.834, 4.128], [-3.701, -0.724, 2.478], [-3.951, -1.516, 0.935], [-5.094, -0.258, 1.503], [-0.356, -1.270, -2.661], [1.629, 1.917, -1.694], [0.234, -2.938, -2.723], [-0.970, -1.359, -4.292], [3.302, 1.409, -1.451], [2.119, 3.502, -2.258], [1.304, -0.541, -3.046], [1.225, 0.985, -3.254], [-0.568, -4.055, -2.475], [0.198, -5.210, -2.618], [1.496, -4.805, -3.087], [1.478, -3.424, -3.130], [-2.353, -1.410, -4.499], [-2.602, -1.215, -5.852], [-1.329, -1.184, -6.532], [-0.355, -1.252, -5.544], [3.789, 1.181, -0.152], [5.040, 0.610, -0.230], [5.404, 0.583, -1.607], [4.327, 1.050, -2.338], [3.323, 4.108, -2.668], [3.004, 5.284, -3.343], [1.578, 5.429, -3.312], [1.064, 4.355, -2.624], [1.745, -0.954, -3.973], [1.967, -0.803, -2.199], [1.910, 1.288, -4.066], [0.213, 1.325, -3.555], [-1.622, -3.944, -2.261], [-0.118, -6.215, -2.382], [2.346, -5.429, -3.381], [2.253, -2.765, -3.434], [-3.014, -1.604, -3.670], [-3.569, -1.079, -6.293], [-1.164, -1.135, -7.603], [0.710, -1.234, -5.639], [3.205, 1.494, 0.710], [5.616, 0.241, 0.613], [6.386, 0.302, -2.017], [4.206, 1.151, -3.397], [4.285, 3.702, -2.397], [3.704, 5.956, -3.813], [0.995, 6.217, -3.763], [0.058, 4.096, -2.322], [-4.640, -0.409, 5.093], [-3.155, 0.749, 4.880], [-3.348, 2.225, 6.054], [-1.839, -0.346, 5.692], [-2.873, 1.538, 3.140], [-4.793, -0.552, 6.177], [-4.449, -1.397, 4.651], [-5.562, -0.006, 4.653], [-3.326, 1.884, 7.097], [-2.537, 2.955, 5.921], [-4.302, 2.746, 5.884], [-1.725, -1.299, 5.163], [-0.847, 0.107, 5.785], [-2.187, -0.582, 6.710], [-3.723, 2.235, 2.962], [-2.019, 2.221, 3.357]], "forces_ev_per_angstrom": [[-0.1, -2.1, 2.5], [0.7, 0.4, 0.0], [-1.6, -0.2, 0.7], [0.6, -0.6, -1.1], [0.8, -0.3, -0.4], [-1.2, 0.3, 1.1], [-0.2, 0.3, -0.9], [0.2, 0.2, 0.3], [0.6, 0.1, 0.4], [-0.9, 0.1, -0.7], [-0.6, -0.5, -0.5], [0.8, 0.3, 0.4], [-0.3, 0.4, -0.3], [0.4, -0.7, 0.4], [0.0, -0.5, 0.6], [0.2, 0.4, -0.3], [0.1, 0.5, 0.6], [0.1, -0.5, -0.5], [-0.2, -0.3, 0.2], [0.3, 0.5, -0.4], [0.2, 0.2, -0.2], [-0.5, -0.1, 0.3], [0.2, 0.4, -0.4], [0.1, 0.8, -0.2], [0.6, -0.1, -0.1], [1.1, -1.8, -1.8], [2.1, 0.4, -0.6], [0.2, -1.1, 0.4], [-0.9, 0.6, -0.8], [0.3, -0.6, 0.8], [-0.9, 1.1, -0.4], [0.0, 0.5, 0.0], [0.2, 0.6, -0.1], [1.1, -0.4, 0.2], [-0.2, 1.1, -0.3], [-0.5, 0.7, 0.3], [-0.5, -0.8, 0.3], [0.6, 0.8, -1.3], [0.8, -0.5, 0.8], [0.1, 0.1, 1.4], [-1.2, 0.0, -0.1], [0.0, -0.3, -0.4], [-0.5, 0.5, 0.1], [-0.1, 0.0, -0.6], [0.0, -0.2, 0.9], [-1.2, 0.4, -0.5], [-0.4, -1.1, 0.7], [0.1, -0.5, 0.2], [1.0, -0.1, -0.2], [-0.4, 0.0, 0.8], [-0.2, 0.1, -0.4], [-0.3, 0.0, 0.3], [0.4, -0.2, 0.1], [0.2, 0.0, 0.2], [-0.1, 0.1, -0.2], [-0.5, 0.3, 0.3], [0.4, 0.2, 0.0], [-0.1, 0.3, 0.0], [-0.2, -0.3, -0.1], [0.0, 0.1, 0.3], [0.2, 0.0, 0.0], [0.2, -0.3, -0.4], [0.0, 0.3, -0.2], [-0.8, 0.0, 0.2], [0.0, 0.1, -0.2], [-0.1, -0.2, -0.1], [0.0, 0.0, 0.2], [0.1, 0.1, 0.1], [0.0, 0.1, -0.2], [-0.2, 0.3, -0.2], [-0.1, -0.3, -0.2], [-0.1, 0.1, -0.2], [0.3, 0.1, -0.1], [0.0, 1.3, 0.5], [0.0, 0.1, -0.4], [0.0, 0.2, 0.1], [0.1, -0.2, 0.1], [0.0, 0.0, -0.2], [-0.2, -0.2, 0.0], [0.2, -0.1, 0.1], [0.0, 0.1, 0.0], [-0.4, -0.1, 0.1], [-0.1, 0.1, -0.3], [0.1, -0.3, 0.2], [-0.4, -0.3, -0.5]], "mulliken_charge": [0.267, -1.070, -0.657, -0.269, 0.569, -0.549, -0.718, -1.002, -1.010, -0.904, 0.765, 0.456, 0.246, 0.163, 0.271, -0.044, 0.565, 0.491, 0.327, 0.473, 0.484, 0.353, -0.012, 0.365, 0.324, -0.295, -0.061, 0.598, 0.735, 0.612, 0.325, -1.290, -1.099, -0.613, -0.605, -0.645, -0.378, -0.454, -0.620, -0.610, -0.368, -0.556, -0.779, -0.737, -0.590, -0.275, -0.611, -0.593, -0.428, 0.455, 0.817, 0.400, 0.660, 0.392, 0.422, 0.401, 0.471, 0.374, 0.437, 0.426, 0.400, 0.758, 0.432, 0.412, 0.525, 0.391, 0.427, 0.425, 0.351, -1.119, 0.375, -1.097, -1.045, -1.057, 0.308, 0.345, 0.335, 0.318, 0.290, 0.312, 0.219, 0.324, 0.514, 0.600, 0.457]}

Number 1: energy -60026.773 eV. Number 2: energy -288743.618 eV. Number 3: energy -11406.063 eV. Number 4: energy -102928.142 eV.